[1]
ORCA calculation (wB97M-V/def2-TZVPD) on one molecule with the formula C4H3ClS3.

Positions of all 11 atoms, in Å:
C: -1.21177 -0.47936 -0.52512
C: -1.18219 0.83771 -0.93862
C: 0.01795 -0.99597 -0.38076
C: 1.11984 0.11050 -0.74631
S: 0.29199 1.50006 -1.20715
S: 3.60565 -0.56644 0.65267
S: 2.80108 -0.10407 -1.18235
Cl: 0.52352 -2.54759 0.15435
H: -2.11987 -0.93561 -0.42372
H: -2.00949 1.45035 -1.15821
H: 3.34779 -1.89605 0.86616

Force components x, y, z for each atom (eV/Å):
0.3029 1.9116 -0.4960
-0.8275 -0.0590 -0.1656
5.7499 2.6394 -0.9223
-2.8093 -3.4091 0.4402
1.0837 -0.0315 0.1695
0.4720 -0.1154 0.5833
-0.5547 -0.6709 0.6895
-0.3245 0.1872 -0.1963
-2.0052 -1.4368 0.5585
-1.0129 0.4110 -0.0431
-0.0745 0.5735 -0.6178

As for the relative energy (zero: lowest compared OMol25 entry of this formula, charge and spin): 18.1 kcal/mol. For the electronic energy, the calculation gives -1808.9291 a.u. For the highest occupied orbital energy, the calculation gives -8.3 eV. The calculation puts the LUMO energy at 0.1 eV. The SMILES is SSc1sccc1Cl. Its orbital gap is 8.4 eV.

Formally, the Löwdin partial charges of the atoms, in units of the elementary charge, are as follows: C -0.215; C -0.460; C -0.709; C -0.972; S 1.017; S 0.299; S 0.422; Cl 0.668; H 0.088; H 0.054; H -0.192


[2]
ORCA calculation (wB97M-V/def2-TZVPD) on a 9-piece molecular cluster, C24H69N9O9 overall.

Positions of all 111 atoms, in Å:
C: 13.53910 13.40681 14.67219
C: 13.99673 14.71902 14.16883
C: 12.95731 15.26204 13.20643
O: 12.64816 14.41473 12.15418
C: 13.74033 14.21769 11.35972
N: 14.26519 15.73167 15.18948
H: 14.22881 13.24168 15.48016
H: 13.59945 12.57221 13.93580
H: 12.51999 13.47760 15.04745
H: 14.96853 14.61124 13.67307
H: 13.28942 16.18054 12.77748
H: 12.04183 15.43447 13.79832
H: 14.53578 13.60911 11.80759
H: 14.21556 15.16910 11.05895
H: 13.39465 13.74452 10.39909
H: 14.40940 16.63937 14.77153
H: 13.44477 15.73282 15.81663
C: 9.50196 11.84645 17.07254
C: 10.26627 10.50643 17.10882
C: 10.81177 10.24655 18.52847
O: 11.48865 8.99346 18.61272
C: 12.92130 9.03925 18.44065
N: 9.40159 9.41568 16.65296
H: 8.88917 12.07309 16.17795
H: 10.26856 12.63173 17.24794
H: 8.93579 11.94322 17.98493
H: 11.09516 10.57037 16.39152
H: 9.96602 10.15033 19.21421
H: 11.50689 11.02160 18.84436
H: 13.38653 9.73054 19.13257
H: 13.30572 9.40184 17.41951
H: 13.37322 8.04090 18.41840
H: 9.97244 8.57636 16.73977
H: 8.63961 9.25640 17.31778
C: 9.21501 13.76843 7.65016
C: 7.87450 13.14714 7.98245
C: 7.63453 11.81164 7.35107
O: 6.32582 11.38093 7.59659
C: 5.98702 10.09538 7.17295
N: 7.70346 12.95953 9.46226
H: 9.26715 13.87327 6.54169
H: 10.01532 13.10856 7.95531
H: 9.47383 14.77274 8.00196
H: 7.09756 13.91200 7.82396
H: 8.32727 11.09122 7.84509
H: 7.82478 11.63207 6.26951
H: 4.96869 9.97919 7.58046
H: 6.65556 9.30915 7.64944
H: 6.16274 10.12503 6.08581
H: 8.35941 12.21889 9.71847
H: 6.72785 12.63999 9.53582
C: 6.79727 9.48277 14.36057
O: 5.91653 9.18192 13.52190
N: 6.53530 10.15304 15.51183
N: 8.10900 9.11915 14.20143
H: 5.59043 10.23760 15.88057
H: 7.22040 10.27183 16.24949
H: 8.42424 8.71321 13.29118
H: 8.69189 9.20058 15.05925
C: 9.18650 16.03120 11.48762
O: 9.55160 16.60021 12.51728
N: 7.94540 16.34573 10.89834
N: 9.87746 15.00655 10.84826
H: 7.52337 15.63343 10.31889
H: 7.32354 16.99616 11.34740
H: 9.35160 14.41414 10.19387
H: 10.76773 14.67609 11.18780
C: 8.19512 8.37106 10.63595
O: 9.13078 8.52492 11.45049
N: 6.87946 8.34766 11.02610
N: 8.47219 8.18794 9.23943
H: 6.15749 8.21551 10.33460
H: 6.48715 8.45696 11.99350
H: 9.40782 7.96389 9.04214
H: 7.81148 7.64407 8.70901
C: 6.71398 14.19755 13.40994
C: 6.95722 13.47822 14.70881
C: 7.56419 14.44902 15.68010
O: 5.77100 12.92735 15.29954
H: 6.40549 13.50272 12.62469
H: 7.61514 14.74090 13.02462
H: 5.84983 14.91550 13.48280
H: 7.67472 12.66633 14.53621
H: 8.57332 14.79571 15.33568
H: 7.60098 13.98135 16.65218
H: 6.95487 15.32668 15.91883
H: 5.08843 12.94952 14.61813
C: 13.34700 7.35625 12.53881
C: 13.04468 7.52484 14.03354
C: 13.70599 6.46113 14.84894
O: 13.24011 8.90895 14.43782
H: 13.48502 6.32936 12.23011
H: 14.33603 7.82794 12.32408
H: 12.57495 7.78605 11.92620
H: 11.96330 7.46938 14.14862
H: 14.77457 6.42264 14.82201
H: 13.30994 5.50468 14.42736
H: 13.37605 6.52242 15.86208
H: 14.09738 9.17665 14.03604
C: 9.72605 12.13022 12.81417
C: 10.53694 11.73891 11.55941
C: 11.67676 10.85098 11.98880
O: 9.69243 11.12733 10.52640
H: 9.15642 11.30498 13.25175
H: 9.11008 12.97702 12.48483
H: 10.40644 12.52916 13.59617
H: 10.90720 12.66866 11.11944
H: 12.28334 11.38290 12.72500
H: 12.39215 10.48858 11.17933
H: 11.26079 9.98869 12.48602
H: 9.56886 10.19658 10.72297

Force components x, y, z for each atom (eV/Å):
0.3450 -0.7959 0.4394
0.6149 1.3879 -1.6608
-0.5119 0.1611 1.0873
-1.2178 -0.7052 0.1595
0.9510 -0.4613 -2.5402
-0.9031 -1.1346 1.1682
0.0696 -0.8707 0.6935
-0.0014 0.8023 0.4786
-0.1491 -0.1293 0.1255
-0.1542 -0.2216 -0.2091
0.2551 1.1576 -0.1872
0.1419 0.0513 -0.4231
-0.2348 -0.1569 0.0097
-0.1322 -0.0310 0.1513
0.3659 0.2021 0.9487
-0.2224 0.1068 0.0541
0.6440 0.5924 -0.3301
1.3559 0.3218 0.4427
-0.4045 0.7400 -0.2384
0.3948 -0.6366 -0.6322
1.0625 -0.3613 -0.3509
0.1765 0.6372 -2.1961
0.4550 -0.4821 0.7784
0.5596 -0.3805 0.5201
-0.4271 -0.1384 -0.6145
-0.8894 -0.1319 0.2265
-0.0454 -0.1651 0.1586
0.0346 0.2587 0.0814
-0.1613 0.4047 0.1217
0.0674 -0.1823 0.6246
-1.2053 -0.0808 0.9132
-0.5785 0.0494 0.8518
-0.1367 -0.1699 -0.1115
0.2203 0.1341 0.0267
0.3233 -0.1112 -1.6129
-0.6924 1.6113 1.7981
0.6183 -1.9606 -0.9313
-0.5380 1.0928 1.1530
0.9885 -0.0259 0.6847
0.0061 0.4217 -0.9625
0.1299 -0.2391 0.5556
0.3728 -0.2791 0.0820
-0.6779 -0.2209 0.4462
0.0012 -0.5024 -0.9634
-0.0504 0.3286 -0.0640
0.1222 0.8904 0.1481
0.2563 -0.3797 -0.9484
-0.5929 0.7830 -0.5587
-0.7420 -0.8491 0.0498
-0.4486 -0.1087 0.5311
0.7836 -0.1320 0.4791
0.4754 -1.3874 -1.0024
0.4254 0.5899 0.7708
-0.7348 0.1171 1.2643
-0.4603 0.0048 -0.3402
0.3411 -0.0278 -0.8514
0.0794 -0.0748 -0.7833
-0.3201 0.5867 1.2177
0.0132 0.0041 -1.0011
-0.6877 -0.2441 0.5872
0.2267 -0.3601 -1.0184
1.1055 -0.6669 -0.3345
-1.1897 0.6789 -0.3461
0.0031 0.0827 0.0200
0.3222 -0.1467 0.2909
0.3279 0.3808 0.5479
-0.0846 0.3134 0.3880
-0.2973 -0.7683 0.2950
-0.9023 -0.0218 -1.1348
0.4045 -0.2490 -0.7245
-1.7542 0.6111 1.9861
0.2661 0.0670 -0.1570
0.9752 0.3847 -0.3392
1.2382 -0.2289 -0.0291
-0.0901 0.0304 0.0823
-0.7551 0.5535 -1.1929
0.1443 0.5382 0.1106
0.7143 0.5843 0.7024
-0.0648 0.4718 -0.4955
0.1492 -0.1600 -0.0976
-0.8164 -0.4605 0.5948
0.9123 -0.3530 0.2377
-0.1661 -0.0537 -0.0160
-0.8078 -0.3648 0.4068
0.5953 -0.3784 0.3935
-0.1688 0.0385 -0.7294
0.0321 -0.1550 0.1577
1.1562 0.4935 0.3247
-0.8440 1.0158 -1.0742
-0.9902 -0.9451 -0.3645
1.4593 -0.6086 -0.4722
-0.1940 -0.4275 0.1666
-0.6429 -0.0502 -0.0171
-0.1742 0.4099 -0.2809
-0.1261 -0.5186 0.1306
0.7455 0.2071 -0.1992
0.4355 0.5105 0.4690
-0.0990 0.0092 0.8656
-0.7868 -0.0417 0.5144
0.4217 0.7601 -0.5070
-0.5407 -0.3732 0.0226
1.2071 -0.4026 -0.8971
0.9479 1.1161 0.4771
-0.0300 0.0769 -0.3025
-0.3480 -0.3907 0.4319
-0.2205 -0.2118 -0.4237
0.0176 -0.2983 -0.1158
-0.0572 -0.0233 -0.0532
-1.0780 0.5347 0.7095
-0.0297 -0.4790 0.1864
0.1206 -0.3911 0.4950

As for the relative energy (zero: lowest compared OMol25 entry of this formula, charge and spin): 6.3 kcal/mol. For the electronic energy, the calculation gives -2125.8162 a.u. For the highest occupied orbital energy, the calculation gives -9.1 eV. The calculation puts the LUMO energy at 0.5 eV. The SMILES is COC[C@H](C)N.COC[C@H](C)N.COC[C@H](C)N.NC(N)=O.NC(N)=O.NC(N)=O.CC(C)O.CC(C)O.CC(C)O. Its orbital gap is 9.6 eV.

These are the Löwdin partial charges, in e, on atoms 1 to 99: C -0.054; C -0.487; C -0.225; O -0.210; C -0.139; N 0.044; H 0.078; H 0.081; H 0.080; H 0.133; H 0.115; H 0.140; H 0.087; H 0.100; H 0.111; H 0.070; H 0.086; C -0.052; C -0.398; C -0.190; O -0.201; C -0.097; N 0.023; H 0.060; H 0.091; H 0.071; H 0.139; H 0.129; H 0.122; H 0.074; H 0.095; H 0.081; H 0.096; H 0.099; C -0.069; C -0.415; C -0.227; O -0.217; C -0.108; N 0.046; H 0.089; H 0.074; H 0.071; H 0.141; H 0.128; H 0.132; H 0.099; H 0.073; H 0.090; H 0.032; H 0.081; C -0.630; O -0.041; N 0.161; N 0.146; H 0.115; H 0.068; H 0.079; H 0.039; C -0.639; O -0.005; N 0.135; N 0.169; H 0.067; H 0.093; H 0.050; H 0.060; C -0.565; O -0.036; N 0.179; N 0.148; H 0.093; H 0.074; H 0.078; H 0.080; C -0.069; C -0.513; C -0.070; O -0.059; H 0.076; H 0.066; H 0.104; H 0.093; H 0.103; H 0.056; H 0.086; H 0.085; C -0.050; C -0.485; C -0.059; O -0.081; H 0.070; H 0.094; H 0.060; H 0.131; H 0.075; H 0.100; H 0.060; H 0.091


Listing max |F| for the structures above in their given order: 6.39, 2.75 eV Å⁻¹.